Entry 1:
{
  "formula": "C3H12N3O",
  "method": "ωB97M-V/def2-TZVPD",
  "species": ["C", "C", "N", "C", "N", "N", "H", "H", "H", "H", "H", "H", "H", "H", "H", "H", "H", "H", "O"],
  "coordinates": [[-1.18937, 1.11933, 1.62965], [0.02674, 1.27147, 2.19168], [1.87725, -0.18552, -0.96735], [0.66084, 0.11661, -1.36186], [0.35332, 1.07284, -2.28052], [-0.38463, -0.51786, -0.79112], [-1.42622, 0.19062, 1.13822], [-1.96994, 1.87064, 1.66290], [-13.11159, -3.95824, -0.31474], [0.65189, 0.40554, 2.28869], [0.36944, 2.22066, 2.56645], [2.58311, 0.28979, -1.51709], [-0.60672, 1.01892, -2.63391], [1.04652, 1.25478, -3.00361], [-0.07544, -1.28612, -0.16831], [-12.73150, -3.67553, -0.89414], [2.09266, -2.16030, 1.64267], [1.77322, -1.03060, 0.61890], [1.48086, -1.44477, 1.43755]],
  "atomic_forces_ev_per_a": [[-0.1, -0.1, -0.4], [-0.2, 0.0, -0.2], [-0.6, -0.6, 0.0], [0.3, 1.0, -0.6], [-0.5, -0.5, -0.6], [-0.2, -0.1, 0.6], [-0.5, -0.4, 0.6], [0.3, 0.2, -0.4], [0.1, 0.1, -0.2], [0.5, -0.1, -0.1], [-0.1, 0.1, 0.4], [0.4, 0.2, -0.1], [0.5, 0.2, 0.2], [-0.2, 0.2, 0.3], [0.2, 0.3, 0.2], [-0.1, -0.1, 0.2], [0.0, 0.0, 0.0], [0.7, -0.1, 0.0], [-0.5, -0.2, 0.3]],
  "gap_ev": 4.7,
  "max_force_ev_per_a": 1.19,
  "charge": 1,
  "mol_weight_g_mol": 106.15
}

---

Entry 2:
{
  "formula": "C2H4N2",
  "method": "ωB97M-V/def2-TZVPD",
  "species": ["C", "C", "N", "N", "H", "H", "H", "H"],
  "coordinates": [[-1.82026, 0.07764, 1.65776], [1.32619, -0.76815, -0.44782], [-2.55052, 0.62193, 0.89631], [1.72952, 0.15680, -1.28238], [0.99490, -1.64524, -0.90378], [1.44617, -0.66029, 0.63128], [-3.02791, 1.17772, 0.25141], [1.90192, 1.03958, -0.80276]],
  "atomic_forces_ev_per_a": [[-1.6, 1.1, -1.7], [2.1, 3.5, -1.3], [2.3, -1.7, 2.4], [-1.6, -1.6, 1.4], [-0.5, -1.7, -0.3], [-0.5, -0.1, 0.0], [-0.6, 0.6, -0.8], [0.5, -0.2, 0.2]],
  "gap_ev": 11.3,
  "max_force_ev_per_a": 4.32,
  "mol_weight_g_mol": 56.07
}

---

Energy relative to the best compared isomer or geometry (same formula, charge and spin) values (in kJ/mol) by entry order: 837.9; 235.3.